Record 1
This record from the Open Molecules 2025 dataset describes a 2-piece molecular cluster, C6H14O2 overall. The level of theory is ωB97M-V/def2-TZVPD.

Each line ends with the Mulliken charge.
Element x y z (Å)
O 0.5141 -1.2003 2.0095  -0.494
O 0.3636 -0.0432 -0.8017  -0.349
C 0.2878 1.8942 0.7271  -1.271
C 1.7385 -0.3177 -0.6843  -0.867
C -0.4312 -1.5316 1.3503  0.389
C -1.4571 1.4411 -1.0249  -1.370
C 0.0227 1.3274 -0.6697  0.492
C -0.5175 -2.7398 0.4769  -1.099
H -0.6908 -2.4030 -0.5429  0.236
H 0.6176 1.9086 -1.3992  0.327
H 2.0588 -0.3214 0.3638  0.324
H 1.3414 1.8168 0.9792  0.334
H -0.0008 2.9384 0.7586  0.457
H -1.3706 -0.9432 1.3675  0.291
H -0.2855 1.3464 1.4669  0.257
H 0.3964 -3.3265 0.5243  0.298
H -1.6390 1.0473 -2.0221  0.336
H -1.3639 -3.3446 0.7816  0.401
H -1.7699 2.4770 -0.9943  0.410
H 2.3357 0.4132 -1.2434  0.394
H 1.8975 -1.3096 -1.1072  0.238
H -2.0478 0.8707 -0.3159  0.267

Output
Net charge: 0
Kohn-Sham gap, eV: 10.730
E_LUMO, eV: 1.05
Energy relative to the best compared isomer or geometry (same formula, charge and spin), kcal/mol: 30.60
E, eV: -10543.290

Record 2
This record from the Open Molecules 2025 dataset describes C17H39BBr2InO3 as an isolated structure. The level of theory is ωB97M-V/def2-TZVPD.

Each line ends with the Mulliken charge.
Element x y z (Å)
In 4.6497 -1.9682 -2.9629  0.827
Br -6.5835 1.0484 3.1051  -0.121
Br -4.9511 -1.7079 4.9130  -0.130
O 4.1870 1.0057 -3.7620  -0.274
O 5.3424 0.6940 -4.5472  -0.322
O 1.9209 -3.6160 -2.4531  -0.537
C 5.4164 -0.7434 -4.7243  -0.692
C 1.4630 -1.8804 -4.2887  -0.930
C 4.2896 -1.3445 0.1660  -0.773
C -3.8051 -0.7639 1.6495  0.245
C -6.7405 0.5216 4.9725  -0.567
C -0.0910 2.6450 0.5360  -0.912
C -2.6603 2.7319 0.2111  -0.941
C -3.2630 1.3055 0.2231  -0.411
C -3.1651 0.6289 1.6051  -0.470
C 5.0997 -0.8669 -1.0658  -1.248
C -5.4120 0.0812 5.5256  -0.585
C 2.0413 1.3487 1.0405  -0.809
C -1.2760 2.8051 -0.4694  -0.983
C 0.9230 1.6066 0.0000  -0.572
C 2.3082 -0.1375 1.3223  -1.084
C -3.3982 -1.6786 0.4702  -1.426
C 2.7925 -0.9347 0.0820  0.142
B 2.4637 -2.5672 -3.2306  0.036
H 6.4600 -0.9968 -4.9313  0.215
H -7.0992 1.4083 5.4915  0.337
H 1.4280 -0.6383 1.7444  0.356
H 5.0070 0.2241 -1.1370  0.328
H 5.6504 -3.4854 -2.9348  -0.405
H -1.1810 2.1001 -1.2971  0.472
H 3.0731 -0.1863 2.1048  0.447
H -2.1334 0.6181 1.9710  0.172
H 6.1601 -1.0508 -0.8268  0.407
H -4.3327 1.3990 -0.0063  0.322
H 1.5338 -0.7904 -4.2561  0.200
H -2.6161 3.1620 1.2156  0.412
H -0.4453 2.4000 1.5396  0.547
H 0.4271 3.6081 0.5649  0.314
H -4.9007 -0.7041 1.6619  0.080
H -7.4966 -0.2551 5.0228  0.360
H -4.5965 0.7368 5.2362  0.355
H 0.3975 0.7000 -0.3059  0.472
H 1.7197 -2.2240 -5.2979  0.283
H 2.9827 1.8348 0.7703  0.341
H 3.4540 1.0137 -4.3903  0.276
H 2.6240 -4.2639 -2.3885  0.273
H -2.3604 -1.4933 0.1805  0.274
H 4.8145 -0.9819 -5.6225  0.162
H -4.0353 -1.4901 -0.3977  0.313
H -3.5108 -1.2820 2.5700  0.087
H 4.3811 -2.4262 0.3171  0.247
H 0.4369 -2.2300 -4.0910  0.242
H 2.5741 -0.4259 -0.8603  0.089
H 2.2231 -1.8705 0.0643  0.260
H -1.1949 3.8069 -0.9065  0.436
H -3.4944 -2.7357 0.7258  0.389
H 4.7560 -0.8965 1.0584  0.435
H 1.3920 2.0714 -0.8728  0.239
H -5.4508 0.0115 6.6107  0.354
H -3.3546 3.3607 -0.3587  0.430
H -2.8318 0.6781 -0.5595  0.391
H -3.7356 1.2722 2.2866  0.126
H 1.7231 1.8083 1.9867  0.502

Output
Net charge: -1
Kohn-Sham gap, eV: 5.492
E_LUMO, eV: 1.68
E, eV: -170336.122

Record 3
This record from the Open Molecules 2025 dataset describes a 8-piece molecular cluster, C53H112N10O overall. The level of theory is ωB97M-V/def2-TZVPD.

Each line ends with the Mulliken charge.
Element x y z (Å)
O 5.3546 -7.4229 -16.8300  -0.371
N 10.5403 -9.8404 -12.6389  -0.214
N -0.0647 -6.5900 -18.3298  0.304
N 0.4994 -4.8809 -13.9500  0.410
N 11.3618 -4.0987 -18.2145  0.408
N 5.8164 -2.4315 -19.9538  0.173
N 0.7242 -8.4086 -17.4871  0.499
N 5.7153 -4.1957 -21.1865  0.209
N 6.7324 -10.1593 -18.7161  1.145
N 4.8330 -9.7374 -12.3644  0.311
N 5.6024 -9.0933 -10.4602  0.331
C 1.7967 -7.5637 -17.6808  -0.719
C -0.6903 -5.0077 -13.0131  -0.473
C 0.9078 -2.4001 -13.5028  -0.311
C 8.9618 -11.1148 -18.7950  -1.034
C 1.1158 -6.2641 -13.8269  -0.130
C 5.1748 -3.5783 -20.1519  -0.108
C -1.2883 -6.3541 -13.3511  -1.172
C 4.7604 -8.4531 -8.1848  -1.248
C 9.4078 -4.0477 -16.8652  -0.719
C 0.0172 -4.6220 -15.3303  -1.161
C 6.8781 -6.5771 -15.0298  -0.680
C 10.8525 -3.6052 -16.8911  -0.789
C 12.8768 -4.2878 -18.2369  -0.615
C -0.3766 -7.8036 -17.9181  -0.157
C 11.1734 -9.7740 -14.0268  -0.940
C 1.2920 -6.4020 -18.1407  -1.844
C 4.5934 -6.4530 -20.8587  -0.491
C 4.7698 -10.8857 -20.1949  -0.191
C 5.3195 -5.4834 -21.7858  -0.705
C 13.6518 -3.0607 -17.7981  -0.256
C 4.5939 -5.5939 -15.3683  -1.209
C 6.8237 -3.4763 -21.5977  -0.396
C 7.6791 -9.0327 -18.4313  0.238
C -0.1127 -7.2029 -13.8526  -0.120
C 0.8525 -9.7300 -16.8690  -0.509
C -0.9535 -5.6294 -18.9982  -0.788
C 10.1824 -10.5130 -14.8982  0.361
C 5.7497 -6.3373 -16.0881  0.768
C 1.8468 -1.4178 -12.8077  -1.399
C 4.7458 -8.8039 -11.4231  -0.595
C 3.5883 -10.2840 -20.9531  -1.384
C 5.6940 -9.7857 -19.7523  -0.625
C 6.3149 -10.2013 -10.8306  -0.852
C 9.6048 -7.4839 -12.7447  -0.257
C 1.6775 -10.6757 -17.7275  -0.940
C 5.8271 -10.6129 -12.0134  -0.283
C 8.8401 -6.5055 -11.8699  -1.476
C 10.9503 -3.1992 -19.3314  -1.062
C 9.0976 -9.6045 -18.6501  -0.331
C 3.9852 -9.8345 -13.5441  -0.782
C 1.4438 -3.8229 -13.4463  -0.361
C 9.3155 -8.9542 -12.4904  -0.023
C 6.0822 -10.5697 -17.4345  -0.920
C 9.4537 -5.4695 -17.4303  1.032
C 9.6569 -11.6514 -14.0128  -0.734
C 15.1567 -3.3246 -17.7685  -1.445
C 11.5160 -9.6328 -11.5199  -0.860
C 7.5485 -11.3200 -19.2907  -0.650
C 10.0931 -11.2820 -12.5839  -0.544
C 5.8126 -8.2577 -9.2633  -0.546
C 5.6207 -1.5348 -18.8192  -0.848
C 6.8248 -2.3309 -20.8839  -0.684
C 10.6971 -5.4576 -18.3460  -1.006
H 7.4501 -3.8734 -22.3771  0.544
H 5.0596 -6.6280 -19.8860  0.160
H 5.9017 -7.2153 -9.5751  0.382
H 0.8624 -4.4992 -16.0011  0.299
H 15.4874 -3.9808 -16.9680  0.368
H 4.7036 -5.2818 -22.6610  0.268
H 13.3697 -2.7589 -16.7843  0.285
H 11.8243 -8.5943 -11.4544  0.324
H 5.2988 -11.5825 -20.8463  0.469
H 10.9956 -2.5304 -16.8367  0.481
H 3.7796 -5.4363 -16.0879  0.134
H 11.0516 -10.0012 -10.6106  0.407
H 5.7235 -11.5936 -17.4976  0.428
H 9.8729 -3.1998 -19.4249  0.502
H 9.4390 -9.1750 -19.5964  0.487
H 2.7129 -10.3478 -17.8321  -0.049
H 9.8504 -9.2902 -17.9287  0.316
H 7.5045 -8.6497 -17.4305  -0.413
H -1.3553 -8.2569 -17.9689  0.474
H 6.7937 -8.4761 -8.8405  0.371
H 7.6574 -7.3158 -15.2352  -0.335
H 1.2827 -9.6255 -15.8715  0.061
H -0.1091 -2.3021 -13.1192  0.371
H 9.4400 -7.2342 -13.7974  -0.302
H 8.9722 -3.9915 -15.8704  0.543
H 11.3868 -2.2235 -19.1203  0.378
H 2.8515 -10.9994 -21.3013  0.427
H 3.7256 -8.8707 -13.9724  0.245
H -0.9339 -4.6673 -18.4907  0.321
H 10.6713 -10.8991 -15.7944  0.691
H 1.1748 -10.7746 -18.6869  0.385
H 6.2533 -5.9108 -22.1496  0.382
H 10.2247 -12.5551 -14.2347  0.455
H 10.5700 -5.7619 -19.3841  0.351
H 11.4361 -6.1756 -17.9906  0.325
H -0.2826 -7.4397 -14.9061  -0.189
H 3.9746 -9.7285 -21.8159  0.424
H 6.0946 -11.4455 -12.6400  0.616
H 9.1330 -5.4869 -12.1168  0.394
H 1.8578 -6.4799 -14.5902  -0.201
H 5.0692 -0.6313 -19.0583  0.329
H 0.8239 -2.1171 -14.5578  0.314
H 11.4785 -3.4968 -20.2360  0.368
H -2.1418 -6.3272 -14.0348  0.433
H 6.5930 -1.2813 -18.3990  0.362
H 5.0810 -7.9103 -7.2998  0.401
H 7.4923 -1.4859 -20.8924  0.550
H 2.7453 -1.2806 -13.4087  0.336
H 8.5447 -9.4068 -13.1154  0.425
H 1.5755 -6.3058 -12.8391  0.328
H 12.1368 -10.2716 -13.9266  0.470
H 6.4146 -6.9849 -14.1130  0.017
H 9.6918 -11.4961 -19.5088  0.545
H 7.1914 -10.5237 -10.2980  0.608
H -0.6781 -5.3947 -15.6392  0.501
H 5.1903 -8.9168 -19.3105  -0.369
H 10.9759 -11.8610 -12.3212  0.440
H 3.1010 -9.4899 -20.3733  0.137
H 3.7512 -8.1841 -8.4950  0.358
H 4.6983 -9.5115 -7.9180  0.366
H 13.1288 -4.5563 -19.2613  0.428
H -0.5849 -5.4914 -20.0119  0.348
H 13.1015 -5.0971 -17.5448  0.289
H 5.2629 -9.8824 -17.2349  0.155
H 11.4366 -4.1009 -16.1172  0.435
H 1.7305 -11.6404 -17.2232  0.492
H 9.6437 -6.1813 -16.6249  -0.451
H 2.0719 -1.7125 -11.7837  0.367
H -1.8127 -6.7722 -12.4881  0.384
H 7.4608 -8.2237 -19.1229  -0.241
H -0.5587 -3.6998 -15.2730  0.434
H 9.4214 -9.8314 -15.2927  -0.363
H 9.1603 -11.6996 -17.8935  0.180
H 3.0686 -10.3598 -13.2561  0.451
H 10.6834 -7.3337 -12.6403  0.625
H 4.3287 -3.8938 -19.5707  0.439
H 12.4002 -10.2233 -11.7497  0.446
H 8.5820 -5.8233 -17.9767  -0.089
H 1.7758 -5.4782 -18.3978  1.037
H 7.3243 -5.6356 -14.6914  0.611
H 15.5157 -3.7231 -18.7223  0.372
H 11.3517 -8.7148 -14.1958  0.469
H 5.1289 -2.0956 -18.0238  0.302
H 4.4858 -7.4107 -21.3660  0.156
H 3.5650 -6.1060 -20.7172  0.353
H 3.9726 -8.0559 -11.3890  0.717
H 7.7680 -6.6106 -12.0438  0.099
H 9.0152 -9.1476 -11.4576  0.211
H 6.8650 -10.5020 -16.6850  0.169
H 1.6825 -4.1051 -12.4203  0.440
H 2.8084 -7.8594 -17.4234  1.086
H 4.9155 -4.6008 -15.0328  0.555
H 1.3661 -0.4432 -12.7367  0.404
H 4.4660 -10.4704 -14.2818  0.168
H 4.3805 -11.4884 -19.3689  0.382
H -0.2461 -5.0674 -12.0193  0.358
H 8.7655 -3.4456 -17.5122  0.107
H 6.2463 -9.3214 -20.5746  0.737
H -1.3268 -4.1333 -13.0756  0.493
H 0.0168 -8.1232 -13.2918  0.640
H -1.9693 -6.0118 -19.0074  0.343
H 13.4590 -2.1814 -18.4159  0.371
H 9.3763 -11.4355 -11.7795  0.241
H 8.6107 -11.8989 -14.1712  0.213
H 9.0817 -6.6568 -10.8176  0.489
H 7.0522 -12.2526 -19.0370  0.370
H 7.4935 -11.2611 -20.3773  0.488
H -0.1425 -10.1470 -16.7166  0.588
H 15.6760 -2.3695 -17.6984  0.402
H 6.1648 -5.6064 -16.8285  -0.482
H 4.1929 -6.1390 -14.5066  0.040
H 2.3623 -3.8872 -14.0347  0.009

Output
Net charge: +6
Kohn-Sham gap, eV: 7.645
E_LUMO, eV: -11.11
E, eV: -73665.480